Formula: C16H32O8S4
Source: OMol25
Level of theory: ωB97M-V with the def2-TZVPD basis set

calculated total energy: -76828.366 eV
LUMO level: 0.0089 hartree
HOMO level: -9.632 eV
total charge: 0
structure (SMILES): O=S1(=O)CCCC1.O=S1(=O)CCCC1.O=S1(=O)CCCC1.O=S1(=O)CCCC1
relative energy (zero: lowest compared OMol25 entry of this formula, charge and spin): 54.33 kcal/mol
orbital gap: 9.87 eV

XYZ file:
```
60
C16H32O8S4 | OMol25 | ωB97M-V with the def2-TZVPD basis set
S 5.017 -0.567 -4.101
S -6.432 2.741 0.942
S 4.071 -0.876 1.389
S -0.941 0.495 -1.569
O -0.537 -0.830 -2.061
O -7.359 3.606 1.692
O 4.575 -1.813 -4.657
O 2.708 -0.408 1.128
O -0.936 1.723 -2.336
O 6.414 -0.211 -4.259
O 5.261 -0.449 0.659
O -5.107 3.211 0.463
C -6.133 1.182 1.914
C -2.515 0.397 -0.503
C -6.907 0.441 -0.398
C -2.040 -0.008 0.935
C 3.605 -2.991 3.119
C -6.780 0.071 1.050
C 3.811 -1.677 3.952
C 3.142 -0.158 -2.163
C 4.166 -2.727 1.702
C 0.127 0.785 -0.072
C 4.346 -0.505 3.148
C 4.675 -0.577 -2.306
C 2.726 0.397 -3.550
C 3.890 0.885 -4.362
C -7.398 1.856 -0.422
C -0.784 0.857 1.193
H -8.451 1.883 -0.143
H -5.920 0.451 -0.860
H 5.248 -2.846 1.752
H -5.051 1.067 1.972
H 4.117 -3.857 3.539
H 4.532 -1.907 4.736
H -2.691 0.333 1.740
H -7.548 -0.287 -0.894
H 2.548 -3.237 3.020
H -1.848 -1.081 0.942
H -0.849 1.915 1.448
H -6.353 -0.913 1.244
H -7.295 2.309 -1.408
H -6.489 1.315 2.936
H 5.347 0.183 -1.907
H 3.979 0.503 3.342
H 1.982 1.181 -3.412
H 2.831 0.541 -1.387
H 3.646 1.071 -5.408
H 5.120 -1.534 -2.034
H -7.787 -0.017 1.457
H 0.958 1.435 -0.346
H 5.427 -0.449 3.271
H 0.595 -0.200 -0.063
H 2.864 -1.371 4.396
H -0.288 0.398 2.048
H 3.760 -3.230 0.825
H 4.424 1.681 -3.842
H -2.859 1.430 -0.455
H -3.301 -0.175 -0.997
H 2.498 -1.022 -2.000
H 2.187 -0.417 -4.034
```

=====

Formula: C5H6NO
Source: OMol25
Level of theory: ωB97M-V with the def2-TZVPD basis set

calculated total energy: -8804.999 eV
LUMO level (alpha / beta): -0.2021 / -0.2178 hartree
HOMO level (alpha / beta): -13.749 / -13.522 eV
total charge: +1
relative energy (zero: lowest compared OMol25 entry of this formula, charge and spin): 183.37 kcal/mol
orbital gap (alpha / beta): 8.25 / 7.59 eV

XYZ file:
```
13
C5H6NO | OMol25 | ωB97M-V with the def2-TZVPD basis set
O 1.200 1.319 -0.240
N -0.894 0.160 -0.089
C -2.264 0.618 -0.301
C 2.123 -0.824 -0.443
C 0.263 0.577 0.287
C 1.663 0.139 0.524
C -1.916 -0.604 0.363
H -2.611 0.486 -1.381
H 2.968 -1.355 -0.230
H -2.442 1.466 0.238
H 1.774 -0.945 -1.384
H -2.028 -1.347 1.086
H 2.164 0.310 1.570
```

=====

Formula: C5H9ClI2O2PPd
Source: OMol25
Level of theory: ωB97M-V with the def2-TZVPD basis set

calculated total energy: -50880.604 eV
2S+1: 5
LUMO level (alpha / beta): -0.5222 / -0.6206 hartree
HOMO level (alpha / beta): -21.279 / -21.936 eV
total charge: +3
⟨S²⟩: 6.04
orbital gap (alpha / beta): 7.07 / 5.05 eV

XYZ file:
```
21
C5H9ClI2O2PPd | OMol25 | ωB97M-V with the def2-TZVPD basis set
I 0.833 0.674 4.035
I 2.254 2.913 0.197
Pd 0.304 1.358 1.225
Cl -1.372 2.419 -0.425
P 0.169 -0.279 -0.507
O -1.228 -1.012 2.431
O -2.130 2.785 2.665
C 1.542 -0.005 -1.675
C -1.260 2.381 2.033
C -1.269 -0.508 -1.603
C -0.397 -0.178 2.423
C 0.418 -2.002 0.006
H 1.172 -2.057 0.794
H 1.560 -0.806 -2.432
H -1.611 0.467 -1.965
H 2.484 0.001 -1.118
H -2.078 -0.967 -1.024
H 0.747 -2.595 -0.857
H -0.529 -2.401 0.385
H 1.408 0.977 -2.140
H -1.016 -1.164 -2.448
```

=====

Formula: C21H28ClF3GdN2O5S
Source: OMol25
Level of theory: ωB97M-V with the def2-TZVPD basis set

calculated total energy: -87797.172 eV
2S+1: 8
LUMO level (alpha / beta): 0.0929 / 0.0984 hartree
HOMO level (alpha / beta): -0.564 / -0.664 eV
total charge: -1
⟨S²⟩: 16.64
relative energy (zero: lowest compared OMol25 entry of this formula, charge and spin): 0.00 kcal/mol
orbital gap (alpha / beta): 3.09 / 3.34 eV

XYZ file:
```
62
C21H28ClF3GdN2O5S | OMol25 | ωB97M-V with the def2-TZVPD basis set
Gd 0.614 0.272 0.943
Cl 2.029 1.666 2.446
S 1.532 -2.000 3.312
F 1.489 -4.361 4.560
F 2.022 -4.496 2.438
F -0.060 -4.066 3.022
O -3.535 2.060 1.707
O 0.626 -1.593 2.140
O 2.914 -1.813 2.953
O 3.764 -0.371 -2.008
O 1.006 -1.512 4.558
N -1.738 0.762 1.361
N 1.774 -0.654 -1.009
C -3.911 0.784 2.307
C -0.958 2.833 -0.644
C -0.918 2.419 -3.011
C 0.434 2.076 -2.966
C 1.105 2.123 -1.745
C -2.935 -1.415 1.493
C 1.139 1.675 -4.229
C 1.245 -3.845 3.341
C 2.544 1.678 -1.636
C -1.631 2.766 -1.863
C 2.086 -2.951 -0.140
C -2.045 -0.273 3.554
C -2.304 1.950 1.232
C -1.689 3.169 0.623
C 3.712 -1.795 -1.686
C 2.242 -2.038 -1.334
C -3.097 3.074 -1.954
C -2.660 -0.084 2.181
C 0.427 2.584 -0.602
C 1.505 -2.641 -2.516
C 2.659 0.185 -1.535
H 4.089 -2.334 -2.564
H 1.353 0.597 -4.257
H -3.397 3.125 -3.006
H -2.746 -0.807 4.204
H -1.437 2.405 -3.975
H 0.481 -2.935 -2.248
H -3.343 4.035 -1.488
H -4.212 0.998 3.343
H -2.020 -2.016 1.385
H -3.656 -1.987 2.095
H 2.441 -3.961 -0.373
H 1.032 -3.042 0.146
H 4.373 -1.969 -0.827
H -1.826 0.703 4.002
H -0.988 3.555 1.378
H 0.500 1.904 -5.088
H -2.485 3.907 0.459
H 2.049 -3.547 -2.816
H -3.711 2.302 -1.471
H 1.479 -1.958 -3.374
H 3.133 1.996 -2.508
H 3.013 2.098 -0.732
H 2.667 -2.562 0.701
H -4.770 0.408 1.744
H 0.993 2.778 0.331
H 2.086 2.210 -4.355
H -1.113 -0.841 3.494
H -3.375 -1.229 0.506
```

=====

Formula: C2H2ClP
Source: OMol25
Level of theory: ωB97M-V with the def2-TZVPD basis set

calculated total energy: -23911.562 eV
LUMO level (alpha / beta): -0.0529 / -0.0539 hartree
HOMO level (alpha / beta): -8.457 / -8.542 eV
total charge: 0
relative energy (zero: lowest compared OMol25 entry of this formula, charge and spin): 109.92 kcal/mol
orbital gap (alpha / beta): 7.02 / 7.07 eV

XYZ file:
```
6
C2H2ClP | OMol25 | ωB97M-V with the def2-TZVPD basis set
Cl -2.983 0.382 -0.146
P -0.038 -2.235 0.086
C -0.500 -0.439 0.077
C -1.766 -0.114 0.777
H -0.512 -0.266 -0.979
H 0.427 0.026 0.394
```

=====

Please write out number 5 again, unchanged.
Formula: C2H2ClP
Source: OMol25
Level of theory: ωB97M-V with the def2-TZVPD basis set

calculated total energy: -23911.562 eV
LUMO level (alpha / beta): -0.0529 / -0.0539 hartree
HOMO level (alpha / beta): -8.457 / -8.542 eV
total charge: 0
relative energy (zero: lowest compared OMol25 entry of this formula, charge and spin): 109.92 kcal/mol
orbital gap (alpha / beta): 7.02 / 7.07 eV

XYZ file:
```
6
C2H2ClP | OMol25 | ωB97M-V with the def2-TZVPD basis set
Cl -2.983 0.382 -0.146
P -0.038 -2.235 0.086
C -0.500 -0.439 0.077
C -1.766 -0.114 0.777
H -0.512 -0.266 -0.979
H 0.427 0.026 0.394
```